Record 1
{"formula": "C23H34F17N3O8P2S", "method": "ωB97M-V/def2-TZVPD", "charge": 0, "homo_lumo_gap_ev": 8.58, "fmax_ev_per_a": 5.2, "energy_ev": -120858.740, "smiles": "CC(=O)OCC[C@]1(S)C(=O)N[C@@](CCCF)(P(=N)(O)O)[C@]1(CCN)[PH2]=O.FC(F)C(F)(F)COC(F)(F)C(F)F.FC(F)C(F)(F)COC(F)(F)C(F)F", "elements": ["C", "C", "O", "O", "C", "C", "C", "S", "C", "O", "N", "C", "C", "C", "C", "F", "P", "N", "O", "O", "C", "C", "C", "N", "P", "O", "H", "H", "H", "H", "H", "H", "H", "H", "H", "H", "H", "H", "H", "H", "H", "H", "H", "H", "H", "H", "H", "H", "H", "H", "H", "H", "F", "C", "F", "C", "F", "F", "C", "O", "C", "F", "F", "C", "F", "F", "H", "H", "H", "H", "F", "C", "F", "C", "F", "F", "C", "O", "C", "F", "F", "C", "F", "F", "H", "H", "H", "H"], "coordinates": [[5.8571, 1.2344, -2.3677], [4.9702, 2.5668, -2.1621], [5.3055, 3.4409, -1.3326], [3.8238, 2.7597, -2.9735], [2.5998, 2.8133, -2.1484], [1.4160, 1.9010, -2.7156], [1.5465, 0.3301, -2.4251], [3.0129, -0.3803, -3.3168], [0.3160, -0.2698, -3.3238], [-0.4293, 0.3114, -4.1274], [0.3295, -1.6864, -2.8950], [0.4476, -1.7217, -1.3814], [-1.0001, -2.1347, -0.8077], [-2.1796, -2.1512, -1.9036], [-2.2431, -3.5519, -2.7075], [-3.4065, -3.6640, -3.5403], [1.4564, -3.3088, -1.1076], [1.5234, -3.6698, 0.4623], [3.0544, -3.2110, -1.6961], [0.7008, -4.6098, -1.9050], [1.0821, -0.2851, -1.0208], [2.4302, -0.2911, -0.0905], [2.1037, -0.6819, 1.4558], [3.2439, -1.5593, 1.9125], [0.0018, 0.9393, -0.0089], [0.7331, 2.2476, 0.3341], [5.7934, 0.8748, -3.4580], [6.9538, 1.4982, -2.1876], [5.4917, 0.3653, -1.7294], [2.8388, 2.6695, -1.0481], [2.2369, 3.9042, -2.2482], [0.4273, 2.3684, -2.3947], [1.4496, 2.0152, -3.8630], [2.8073, -0.0283, -4.6450], [0.9322, -2.3324, -3.4103], [-0.9298, -3.2163, -0.4143], [-1.3683, -1.5136, 0.0710], [-2.2023, -1.2439, -2.5840], [-3.1692, -2.1222, -1.2926], [-1.3341, -3.6693, -3.4029], [-2.1660, -4.4039, -1.9406], [1.0655, -4.5886, 0.6210], [3.0550, -3.2267, -2.6863], [0.0564, -5.0145, -1.2803], [2.8414, 0.7844, -0.0274], [3.2676, -0.9211, -0.5322], [1.0966, -1.2108, 1.5626], [2.0972, 0.2404, 2.1345], [3.1545, -1.7309, 2.9318], [4.1429, -1.0884, 1.7206], [-1.1777, 1.1774, -0.8118], [-0.4670, 0.3319, 1.2194], [3.5482, 2.3355, 6.9900], [2.5635, 3.1693, 6.6059], [2.4079, 4.0636, 7.6145], [1.2458, 2.4397, 6.3341], [0.7604, 1.8714, 7.4632], [0.3277, 3.3840, 5.9689], [1.2691, 1.3826, 5.2103], [1.4199, 0.0089, 5.6017], [2.7301, -0.4717, 5.8137], [3.6175, 0.4318, 5.3597], [2.8620, -1.5558, 5.0136], [2.9840, -0.8852, 7.2692], [2.7758, 0.1401, 8.1221], [4.2686, -1.2791, 7.4382], [2.8999, 3.7184, 5.7232], [0.2777, 1.4142, 4.7499], [1.9555, 1.6509, 4.4027], [2.3252, -1.7050, 7.5620], [-6.7842, -0.8690, -1.5097], [-5.8139, -1.2244, -2.3721], [-4.9955, -2.0729, -1.6921], [-5.0244, -0.0220, -2.8965], [-4.3517, 0.5959, -1.8939], [-4.0681, -0.5031, -3.7442], [-5.8287, 1.0319, -3.6857], [-6.2559, 2.2022, -2.9733], [-7.4589, 2.1186, -2.2387], [-8.1051, 0.9820, -2.5577], [-8.2393, 3.1279, -2.6848], [-7.2410, 2.2811, -0.7287], [-6.3912, 1.3492, -0.2440], [-8.4073, 2.1323, -0.0573], [-6.2681, -1.7868, -3.1910], [-5.1443, 1.4241, -4.4432], [-6.6461, 0.5861, -4.2585], [-6.8276, 3.2648, -0.4983]], "mulliken_charge": [-0.7835, 0.8278, -0.5418, -0.3718, -0.5758, -0.6628, 0.6442, -0.2234, -0.6358, -0.5730, -0.1048, 1.4826, -1.2761, -0.0313, -0.1370, -0.3218, 0.2632, -0.6555, -0.5775, -0.5951, 0.1214, -1.2007, -0.1935, -0.5769, 0.4375, -0.7502, 0.2627, 0.3314, 0.1012, 0.2764, 0.3244, 0.3856, 0.5047, 0.2343, 0.4057, 0.4781, 0.3244, -0.0857, 0.4173, 0.1231, 0.1221, 0.2320, 0.3760, 0.3996, 0.3570, 0.5083, 0.2575, 0.0576, 0.2368, 0.2619, 0.0703, 0.1624, -0.2136, 0.1313, -0.2800, 0.7440, -0.2866, -0.3259, -0.5781, -0.3915, 0.8641, -0.2948, -0.3346, 0.1572, -0.2214, -0.2573, 0.3070, 0.4615, 0.2414, 0.2377, -0.2416, -0.0276, -0.2994, 1.2179, -0.2765, -0.3210, -0.9782, -0.4114, 0.7697, -0.2710, -0.2976, 0.1863, -0.1999, -0.2611, 0.2906, 0.4403, 0.3615, 0.2455]}

=====

Record 2
{"formula": "C23H34F9NO8PS", "method": "ωB97M-V/def2-TZVPD", "charge": 1, "homo_lumo_gap_ev": 7.25, "fmax_ev_per_a": 7.4, "energy_ev": -86839.424, "elements": ["C", "C", "P", "N", "C", "S", "C", "F", "F", "C", "F", "F", "C", "F", "F", "C", "F", "F", "F", "H", "H", "O", "C", "O", "C", "C", "C", "H", "H", "H", "H", "H", "H", "H", "H", "O", "C", "O", "C", "C", "C", "H", "H", "H", "H", "H", "H", "H", "H", "O", "C", "O", "C", "C", "C", "H", "H", "H", "H", "H", "H", "H", "H", "O", "C", "O", "C", "C", "C", "H", "H", "H", "H", "H", "H", "H", "H"], "coordinates": [[-4.1938, 0.5908, 0.3665], [-3.6371, 1.4785, -0.4488], [-3.1938, 2.7928, -1.7503], [-1.7434, 2.3651, -2.6376], [-0.9333, 1.5889, -1.8916], [0.4161, 1.1824, -0.9868], [-3.1413, 4.4935, -0.8962], [-4.3945, 5.1572, -1.2478], [-3.2439, 4.2604, 0.5414], [-1.8348, 5.3818, -1.2120], [-1.7602, 5.6089, -2.6381], [-0.6708, 4.5540, -0.8996], [-1.6741, 6.7180, -0.3231], [-1.3752, 6.4568, 1.0706], [-0.5037, 7.4132, -0.8500], [-2.8951, 7.7671, -0.4263], [-3.8282, 7.4267, 0.6159], [-2.4130, 9.1024, -0.1156], [-3.4879, 7.8650, -1.7261], [-4.9800, -0.0680, 0.9251], [-4.2695, 2.8307, -2.7287], [-1.3628, -2.1292, 1.0538], [-0.4376, -2.1705, 1.8415], [0.3378, -1.0856, 2.0302], [1.3198, -0.9601, 3.0724], [2.6425, -1.5616, 2.6437], [-0.0853, -3.4500, 2.5444], [0.9515, -1.3776, 4.0129], [1.4518, 0.1119, 3.2424], [2.5530, -2.6326, 2.4495], [3.4016, -1.4129, 3.4153], [2.9884, -1.0999, 1.7146], [0.5437, -4.0568, 1.8911], [-1.0101, -3.9915, 2.7587], [0.4104, -3.3034, 3.5018], [2.5614, -0.2178, -2.2256], [2.8055, 0.2171, -3.3368], [2.2358, -0.3401, -4.4193], [2.2953, 0.2162, -5.7439], [3.5604, -0.2162, -6.4570], [3.8127, 1.3150, -3.5262], [2.1747, 1.3023, -5.7201], [1.4286, -0.1782, -6.2809], [4.4547, 0.1459, -5.9449], [3.5723, 0.1615, -7.4821], [3.6302, -1.3069, -6.4821], [4.8137, 0.8819, -3.5590], [3.7433, 1.9975, -2.6752], [3.6426, 1.9188, -4.4151], [5.8492, -3.2408, 2.5494], [6.0943, -2.8056, 1.4401], [5.5245, -3.3590, 0.3520], [5.5877, -2.7985, -0.9691], [6.8537, -3.2307, -1.6813], [7.1046, -1.7094, 1.2556], [5.4691, -1.7121, -0.9416], [4.7213, -3.1891, -1.5094], [7.7476, -2.8722, -1.1659], [6.8686, -2.8492, -2.7052], [6.9215, -4.3214, -1.7102], [8.1047, -2.1446, 1.2237], [7.0347, -1.0292, 2.1081], [6.9375, -1.1026, 0.3679], [-6.3433, -1.4793, 1.0711], [-6.5080, -1.7866, 2.2409], [-5.9485, -2.9047, 2.7283], [-5.9106, -3.2511, 4.1235], [-7.1801, -3.9664, 4.5391], [-7.4105, -0.9765, 3.1265], [-5.6991, -2.3742, 4.7408], [-5.0610, -3.9274, 4.2481], [-8.0591, -3.3293, 4.4174], [-7.1213, -4.2781, 5.5845], [-7.3415, -4.8500, 3.9159], [-8.4426, -1.2969, 2.9759], [-7.3155, 0.0757, 2.8462], [-7.1565, -1.0341, 4.1827]], "mulliken_charge": [0.4212, -0.5727, 0.4106, -0.3555, 0.3163, 0.0958, 0.6323, -0.2461, -0.2599, 0.5294, -0.2615, -0.1989, 0.4824, -0.2207, -0.2633, 0.6109, -0.2115, -0.2279, -0.2020, 0.2188, 0.2326, -0.5809, 0.7691, -0.3464, -0.6111, -0.7145, -0.9816, 0.3620, 0.3454, 0.2589, 0.4167, 0.1680, 0.2652, 0.2907, 0.3538, -0.6101, 0.8147, -0.3402, -0.3654, -0.9788, -0.9965, 0.3341, 0.3056, 0.2770, 0.3596, 0.3033, 0.2552, 0.2782, 0.3900, -0.5664, 0.7997, -0.3612, -0.2395, -1.0521, -0.9947, 0.2786, 0.3057, 0.2786, 0.3598, 0.3084, 0.2623, 0.2974, 0.3293, -0.7082, 0.8690, -0.3335, -0.3416, -0.9645, -0.9966, 0.3420, 0.2997, 0.2747, 0.3602, 0.3052, 0.2750, 0.2995, 0.3608]}

=====

Record 3
{"formula": "C23H34FN2O8P", "method": "ωB97M-V/def2-TZVPD", "charge": 0, "homo_lumo_gap_ev": 7.53, "fmax_ev_per_a": 12.7, "energy_ev": -55752.500, "smiles": "C=CC(=O)OCCCCCC[C@](C#N)(P(C)O)[C@](C#N)(CC(=O)O)[C@@H](F)CC.C[C@@H]1COC(=O)O1", "elements": ["C", "C", "C", "O", "O", "C", "C", "C", "C", "C", "C", "C", "C", "N", "P", "C", "O", "C", "C", "N", "C", "C", "O", "O", "C", "F", "C", "C", "H", "H", "H", "H", "H", "H", "H", "H", "H", "H", "H", "H", "H", "H", "H", "H", "H", "H", "H", "H", "H", "H", "H", "H", "H", "H", "H", "H", "C", "C", "C", "O", "C", "O", "O", "H", "H", "H", "H", "H", "H"], "coordinates": [[3.2996, -1.5743, 0.4243], [3.5188, -0.4689, -0.5864], [4.5298, 0.8227, -0.3272], [5.0111, 0.9622, 0.9145], [4.8467, 1.6869, -1.4763], [5.1690, 3.0649, -1.0647], [3.8243, 3.9970, -0.7750], [3.1544, 3.7559, 0.7024], [1.8561, 2.7499, 0.5668], [0.4163, 3.4734, 0.9589], [-0.7638, 2.6782, 0.1527], [-2.0110, 2.1373, 1.0681], [-2.9461, 3.4869, 1.3907], [-3.6470, 4.5950, 1.5195], [-1.5147, 1.4358, 2.7806], [-0.0929, 0.1137, 2.6095], [-2.8166, 0.5208, 3.5248], [-2.9358, 1.0783, 0.1609], [-3.1406, 1.6317, -1.4051], [-2.9340, 2.1408, -2.6009], [-4.4653, 0.8955, 0.7479], [-5.5717, 1.7142, -0.2027], [-5.8569, 3.0130, 0.0810], [-6.3174, 1.1108, -1.3173], [-2.2485, -0.4031, 0.0330], [-2.5701, -1.3216, 1.1884], [-2.6417, -1.2461, -1.3195], [-1.4980, -1.1174, -2.5335], [2.2480, -1.7768, 0.9366], [4.1579, -2.3408, 0.7351], [2.9173, -0.6103, -1.6077], [5.7029, 3.5743, -2.0029], [5.9639, 3.1278, -0.1902], [4.2227, 5.1184, -0.7803], [3.0328, 3.9099, -1.6577], [3.9399, 3.4024, 1.5274], [2.7595, 4.8045, 1.0873], [2.0662, 1.7592, 1.1532], [1.7656, 2.4916, -0.5937], [0.4958, 4.5766, 0.5091], [0.2480, 3.6105, 2.1065], [-1.1335, 3.4256, -0.7024], [-0.2845, 1.7643, -0.4477], [-0.5019, -0.9918, 2.6556], [0.5473, 0.2499, 3.6076], [0.5453, 0.2755, 1.6421], [-2.7435, 0.5543, 4.5327], [-4.6289, 1.3087, 1.8295], [-4.8396, -0.2340, 0.7275], [-5.9437, 1.4667, -2.1953], [-1.0577, -0.3231, 0.0331], [-2.5990, -2.3979, -1.0068], [-3.7374, -1.0736, -1.7085], [-1.9625, -0.5769, -3.4861], [-0.6342, -0.4382, -2.1021], [-1.0747, -2.1685, -2.8651], [1.7165, -6.9512, -0.3304], [0.6196, -5.9318, -0.1008], [-0.1513, -5.5960, -1.3412], [-0.6102, -4.2848, -1.0679], [0.3107, -3.7267, -0.2249], [0.3639, -2.5402, 0.0514], [1.1674, -4.6741, 0.2621], [2.3363, -7.0559, 0.5663], [1.2974, -7.9291, -0.5868], [2.3863, -6.6349, -1.1374], [-0.0401, -6.2600, 0.7120], [-0.9913, -6.2757, -1.5104], [0.4689, -5.5615, -2.2443]], "mulliken_charge": [-0.4152, -0.1469, 0.5720, -0.5846, -0.3742, -0.3195, -0.6834, -0.4791, -0.2228, -0.5399, -0.4396, 0.8147, -0.1307, -0.6185, 0.0167, -0.3048, -0.4655, 1.4012, -0.3460, -0.6839, -0.2165, 0.2692, -0.4905, -0.5025, 0.4694, -0.4343, -0.6644, -0.6476, 0.1352, 0.2466, 0.2916, 0.2930, 0.2734, 0.3088, 0.2812, 0.2909, 0.4302, 0.0508, 0.1929, 0.3420, 0.3694, 0.4753, -0.1719, 0.2474, 0.4849, -0.3656, 0.3597, 0.3118, 0.3434, 0.3852, -0.6133, 0.3438, 0.3172, 0.3375, 0.0210, 0.2254, -1.4772, 0.4876, -0.5925, -0.1822, 0.3359, -0.2283, -0.3597, 0.3591, 0.3796, 0.3493, 0.2657, 0.3128, 0.3099]}

=====

- What is the formula in the second record?
  C23H34F9NO8PS